No. 1
Molecular formula: C15H41N3O5P
Method: DFT, ωB97M-V/def2-TZVPD

Results
- charge = -1
- M (g mol⁻¹) = 374.48

Element x y z (Å)
P: 0.05 2.45 2.24
O: 0.26 0.86 1.57
O: -1.16 2.82 1.02
O: -1.29 1.82 3.19
O: 2.51 -1.83 -1.14
O: -2.33 -0.16 -0.65
N: 5.29 -2.55 -1.64
N: -4.36 -1.13 -2.49
N: -4.56 4.12 0.73
C: 2.32 0.90 0.18
C: 1.42 -2.65 -1.52
C: -3.51 3.10 0.66
C: -2.14 -1.34 -1.37
C: 4.49 -3.21 -0.60
C: 2.82 2.15 -0.58
C: 3.90 2.96 0.15
C: -4.17 -2.77 -0.71
C: -2.32 3.30 1.61
C: 0.79 0.73 0.28
C: -3.43 -2.04 -1.82
C: -2.56 -0.32 0.75
C: 4.06 -4.58 -1.10
C: -2.45 2.56 2.98
C: 3.33 -2.33 -0.11
H: -3.32 1.88 2.99
H: 0.52 -0.29 -0.06
H: 3.35 -5.05 -0.41
H: -1.59 -1.05 -2.27
H: -3.99 2.14 0.86
H: 5.69 -1.70 -1.28
H: 2.73 -2.88 0.63
H: 3.57 3.98 0.35
H: -4.68 -2.06 -0.05
H: 3.58 -4.51 -2.08
H: 2.70 0.92 1.21
H: -3.12 3.05 -0.36
H: 5.15 -3.35 0.26
H: 3.20 1.85 -1.56
H: -4.13 5.04 0.62
H: 4.65 -2.25 -2.38
H: 4.16 2.52 1.11
H: -0.17 3.77 2.82
H: -2.62 3.29 3.80
H: -1.51 -2.04 -0.80
H: -2.07 0.50 1.27
H: -3.91 -0.73 -3.31
H: 3.75 -1.45 0.39
H: -2.12 -1.25 1.11
H: 1.69 -3.34 -2.33
H: -4.92 -3.44 -1.13
H: 1.96 2.79 -0.78
H: 0.28 1.42 -0.41
H: -3.13 -2.79 -2.57
H: 1.08 2.97 1.39
H: 0.95 2.12 3.30
H: 4.93 -5.23 -1.20
H: 0.63 -1.99 -1.86
H: 1.05 -3.23 -0.67
H: -3.48 -3.35 -0.09
H: -4.52 -0.34 -1.87
H: 2.73 0.00 -0.29
H: -3.64 -0.34 0.96
H: 4.83 3.03 -0.43
H: -2.24 4.38 1.80
H: -4.97 4.13 1.66

These are the Mulliken partial charges, in e, on atoms 1 to 6: -0.04, -0.41, -0.38, -0.54, -0.42, -0.17

=====

No. 2
Molecular formula: C15H42B3O16P3
Method: DFT, ωB97M-V/def2-TZVPD

Results
- energy relative to the best compared isomer or geometry (same formula, charge and spin) (eV) = 0.000
- SMILES = COCCCCCB1OBOBO1.COP(=O)(OC)OC.COP(=O)(OC)OC.COP(=O)(OC)OC
- M (g mol⁻¹) = 603.84

Element x y z (Å)
P: 4.42 -3.83 -0.47
P: -1.56 1.86 -6.47
P: -1.40 1.51 6.72
O: -1.66 3.07 6.47
O: -2.55 2.93 -5.90
O: -0.56 2.74 -7.35
O: -0.83 1.03 5.34
O: 4.81 -2.51 0.28
O: 3.61 -4.54 0.68
O: -2.13 0.73 -7.20
O: -2.81 0.80 6.66
O: 0.28 2.66 -0.31
O: 5.82 -4.60 -0.59
O: -0.80 1.51 -5.13
O: 3.73 -3.69 -1.75
O: -2.43 -1.86 2.00
O: -0.60 1.25 7.91
O: 1.33 0.91 0.89
O: 1.94 1.32 -1.38
C: -2.31 1.17 0.20
C: -3.58 -1.09 2.27
C: 3.36 -5.94 0.62
C: 5.67 -1.58 -0.40
C: 0.46 1.50 4.93
C: -3.44 3.59 -6.82
C: -1.44 -1.28 -0.20
C: 0.47 0.85 -5.18
C: 0.19 2.13 -8.41
C: -3.85 1.23 7.53
C: -1.71 3.97 7.58
C: 6.01 -5.60 -1.59
C: -2.18 -0.06 -0.72
C: -1.21 1.30 1.27
C: -2.24 -2.26 0.66
B: 0.17 1.64 0.64
B: 1.87 0.45 -0.30
B: 0.86 2.18 -1.46
H: -1.15 0.40 1.87
H: -1.00 3.67 8.35
H: -1.67 -3.19 0.71
H: -3.19 -2.49 0.17
H: -3.48 1.37 8.55
H: -2.27 2.06 -0.43
H: 2.17 -0.69 -0.40
H: -4.17 2.89 -7.20
H: 2.57 -6.16 1.33
H: -2.87 4.03 -7.64
H: -3.93 4.38 -6.26
H: -3.30 -0.09 2.61
H: 1.25 1.56 -5.44
H: -4.16 -1.58 3.06
H: 0.60 1.19 3.90
H: 5.94 -0.82 0.32
H: -4.30 2.15 7.16
H: 7.07 -5.66 -1.79
H: -1.12 -1.86 -1.07
H: -3.19 -0.38 -0.99
H: 1.12 1.71 -8.02
H: 0.66 0.45 -4.19
H: 5.48 -5.34 -2.50
H: -0.40 1.36 -8.89
H: -1.49 2.11 1.95
H: 6.57 -2.08 -0.76
H: 5.13 -1.13 -1.23
H: -2.72 4.00 8.00
H: -0.53 -1.03 0.35
H: 4.26 -6.49 0.91
H: 0.50 2.59 4.99
H: -4.61 0.45 7.53
H: -3.28 1.21 0.69
H: -1.73 0.26 -1.66
H: 0.45 0.03 -5.90
H: 3.04 -6.24 -0.38
H: 5.66 -6.57 -1.23
H: -1.45 4.96 7.21
H: 1.24 1.07 5.56
H: 0.38 2.44 -2.52
H: 0.43 2.91 -9.12
H: -4.21 -0.98 1.39

These are the Mulliken partial charges, in e, on atoms 1 to 6: 1.07, 0.80, 0.82, -0.23, -0.29, -0.30

=====

No. 3
Molecular formula: C15H45F10K2N5O40P5S10
Method: DFT, ωB97M-V/def2-TZVPD

Results
- energy relative to the best compared isomer or geometry (same formula, charge and spin) (eV) = 0.000
- charge = -3
- M (g mol⁻¹) = 1679.24

Element x y z (Å)
K: 0.55 0.99 -3.27
K: -2.39 2.78 -2.63
S: -4.11 -3.80 0.81
S: -6.32 -3.80 1.89
S: -2.17 6.07 -0.28
S: -4.46 3.09 1.12
S: -7.43 2.04 -4.06
S: 0.23 5.78 -0.75
S: -6.74 2.17 1.13
S: -2.27 -0.72 -1.16
S: -0.64 0.57 0.12
S: -5.44 0.69 -4.65
P: 5.29 2.77 0.83
P: 0.64 -3.91 3.65
P: -0.02 3.32 5.68
P: 4.50 -3.34 -1.52
P: 0.55 -2.48 -5.54
F: -9.00 1.80 -3.83
F: -3.09 2.61 1.80
F: -0.32 2.13 0.13
F: -3.08 7.35 -0.12
F: 1.25 6.36 -1.88
F: -7.68 1.44 2.23
F: -6.90 -3.49 3.37
F: -2.71 -3.09 1.13
F: -2.80 -0.69 -2.70
F: -4.94 -0.72 -4.17
O: -1.47 0.39 1.23
O: -0.49 -3.32 -4.76
O: -3.44 -0.45 -0.44
O: -4.54 4.46 1.49
O: 5.73 -3.75 -0.84
O: -7.06 -2.89 1.08
O: -1.63 -2.00 -1.15
O: -4.60 1.64 -3.99
O: -7.42 2.74 -5.32
O: -3.68 -5.17 0.71
O: 3.37 -2.81 -0.59
O: -4.24 2.72 -0.24
O: 1.20 -2.43 3.83
O: -2.84 5.24 -1.21
O: -0.74 -4.09 4.07
O: 0.42 1.88 6.19
O: 3.79 3.14 0.55
O: 5.66 1.35 0.74
O: -2.03 5.66 1.07
O: -0.29 3.03 4.17
O: -1.11 4.00 6.38
O: -6.60 -5.20 1.77
O: 0.68 0.02 0.22
O: -0.02 4.44 -1.23
O: 3.73 -4.44 -2.35
O: -4.62 -3.13 -0.33
O: 0.86 -1.17 -4.96
O: 1.08 5.93 0.39
O: -5.39 0.61 -6.07
O: -7.35 3.47 1.08
O: 0.04 -2.43 -7.04
O: -6.87 1.31 0.00
O: -7.10 2.78 -2.88
O: 6.06 3.68 -0.20
O: 4.86 -2.23 -2.61
O: 1.00 -4.23 2.13
O: 1.32 4.19 5.66
O: 1.78 -4.68 4.43
O: 5.62 3.45 2.22
O: 1.84 -3.40 -5.64
N: -5.40 2.08 1.97
N: -1.31 0.53 -1.43
N: -0.90 6.82 -1.01
N: -6.96 0.54 -4.08
N: -4.82 -3.33 2.20
C: 1.86 4.82 6.81
C: 7.47 3.60 -0.34
C: 0.63 -1.40 3.01
C: 3.91 -1.77 -3.59
C: 1.78 -6.11 4.35
C: 0.39 1.70 7.60
C: -0.81 4.08 3.33
C: 2.79 2.14 0.73
C: 3.58 -1.76 0.37
C: 0.62 -1.56 -8.00
C: 4.75 3.27 3.32
C: -0.04 -4.53 1.19
C: -1.84 -2.85 -4.52
C: 1.74 -4.67 -6.31
C: 4.48 -5.23 -3.28
H: 2.99 -0.92 0.01
H: 1.10 -6.42 3.56
H: -2.19 -3.16 -3.54
H: -0.19 -0.90 3.53
H: 3.26 -2.07 1.36
H: -0.41 -3.73 0.55
H: 2.31 1.95 -0.23
H: 1.17 4.83 7.65
H: 2.03 2.39 1.47
H: -1.90 4.02 3.30
H: 4.80 -4.55 -4.08
H: 5.28 3.29 4.27
H: 2.78 -6.38 3.99
H: 0.17 -1.77 2.09
H: 7.95 4.52 0.01
H: -0.60 1.80 8.04
H: -1.86 -1.76 -4.53
H: 1.44 -0.75 2.71
H: 3.98 4.03 3.38
H: 4.24 2.30 3.33
H: -0.39 3.98 2.34
H: -0.55 5.07 3.71
H: 7.68 3.54 -1.41
H: 4.62 -1.42 0.37
H: 1.58 -6.59 5.30
H: 3.15 1.15 1.03
H: 1.34 -2.07 -8.65
H: -0.16 -1.10 -8.60
H: 2.14 5.85 6.58
H: 7.92 2.75 0.17
H: 4.04 -2.33 -4.52
H: 5.39 -5.54 -2.77
H: -2.51 -3.29 -5.25
H: 3.91 -6.09 -3.61
H: 1.16 -0.76 -7.49
H: 0.39 -5.22 0.44
H: 0.67 0.67 7.82
H: 4.31 -0.76 -3.74
H: 1.72 -5.45 -5.54
H: 2.87 -1.74 -3.29
H: 1.10 2.36 8.09
H: 2.61 -4.81 -6.95
H: 2.73 4.22 7.09
H: 0.85 -4.70 -6.92
H: -0.86 -5.03 1.70

These are the Mulliken partial charges, in e, on atoms 1 to 6: 1.09, 0.98, 1.09, 1.03, 1.16, 0.69

=====

No. 4
Molecular formula: C15H45FNaO20P5
Method: DFT, ωB97M-V/def2-TZVPD

Results
- energy relative to the best compared isomer or geometry (same formula, charge and spin) (eV) = 2.347
- M (g mol⁻¹) = 742.36

Element x y z (Å)
P: 2.49 4.19 -0.64
P: -0.54 1.82 -5.06
P: -2.67 1.79 3.59
P: -0.06 -4.08 4.48
P: 0.68 -3.73 -4.23
Na: -0.08 2.23 0.88
F: 0.41 -0.14 0.42
O: 0.08 -3.31 -2.81
O: 0.50 0.89 -4.19
O: 0.09 -4.08 2.87
O: -1.82 1.19 -5.43
O: 0.43 -5.58 4.91
O: -1.94 0.89 4.73
O: -1.66 2.54 2.77
O: 1.12 3.80 -0.42
O: 3.35 4.68 0.67
O: 1.68 -2.82 -4.85
O: 3.42 2.89 -1.02
O: -3.74 2.67 4.43
O: 2.82 5.26 -1.80
O: 0.64 -2.96 5.17
O: -1.71 -4.11 4.59
O: -0.64 -3.99 -5.14
O: -0.63 3.18 -4.20
O: 1.16 -5.22 -3.92
O: -3.54 0.64 2.83
O: 0.33 2.33 -6.36
C: -3.27 3.74 5.28
C: 2.38 6.58 -1.64
C: 0.18 -6.20 -3.54
C: 0.77 -5.73 6.31
C: 0.20 -0.04 -3.24
C: -0.14 3.44 -7.13
C: -1.38 -2.93 -5.74
C: 4.61 5.35 0.52
C: -2.26 -4.10 5.90
C: 0.03 -2.89 2.14
C: -2.68 0.05 5.62
C: 0.94 -3.16 -1.70
C: 3.13 1.65 -0.34
C: -2.98 -0.28 1.92
C: 0.59 3.74 -3.66
H: 1.92 -2.81 -2.02
H: -1.34 -1.97 -5.21
H: -2.44 -3.19 -5.73
H: 4.58 6.05 1.35
H: -1.54 -3.90 6.68
H: -0.86 -0.26 -3.33
H: -2.73 -5.07 6.08
H: -3.69 -0.75 1.23
H: -0.41 -6.62 -4.35
H: -3.76 0.08 5.59
H: 0.89 -2.84 1.47
H: -2.28 -0.95 5.45
H: 0.30 0.28 -2.20
H: -2.16 0.17 1.36
H: 0.50 3.84 -7.91
H: 2.75 1.79 0.67
H: -2.20 3.78 5.49
H: -2.38 0.33 6.63
H: -2.62 -1.09 2.54
H: 1.81 6.76 -0.73
H: 0.28 -6.57 6.80
H: 4.81 5.89 -0.41
H: -1.22 -2.66 -6.78
H: 3.15 7.34 -1.58
H: 1.82 6.87 -2.54
H: 4.00 0.99 -0.28
H: 1.85 -5.91 6.35
H: -0.88 -2.84 1.55
H: 0.45 -4.88 6.92
H: 1.24 4.22 -4.39
H: 0.21 4.53 -3.01
H: 1.16 3.00 -3.10
H: 0.75 -0.94 -3.52
H: 0.55 -2.36 -1.07
H: -0.50 -5.74 -2.82
H: 1.03 -3.98 -0.99
H: -3.03 -3.32 5.97
H: -0.11 -2.06 2.83
H: -3.73 3.61 6.26
H: -1.20 3.33 -7.36
H: -3.64 4.68 4.86
H: 5.40 4.61 0.67
H: 0.67 -7.00 -2.98
H: -0.19 4.29 -6.45
H: 2.49 1.06 -1.00

These are the Mulliken partial charges, in e, on atoms 1 to 6: 0.98, 0.96, 0.82, 1.15, 0.98, 0.89

=====

Number 1: HOMO -0.1735 Eh, LUMO 2.71 eV, calculated total energy -1477.898152 a.u.. Number 2: HOMO -0.3483 Eh, LUMO 0.62 eV, calculated total energy -2899.699662 a.u.. Number 3: HOMO -0.0854 Eh, LUMO 3.20 eV, calculated total energy -11769.691681 a.u.. Number 4: HOMO -0.3255 Eh, LUMO 0.02 eV, calculated total energy -4072.694521 a.u..